No. 1
A structure of composition C42H43FN3O2RbSSi. Source: the Open Molecules 2025 dataset; level of theory: ωB97M-V/def2-TZVPD.

Charge = -2
E = -2752.6599 Eh
Lowest unoccupied orbital energy = 3.9 eV
Gap between HOMO and LUMO = 4.02 eV
ΔE to the lowest compared entry with this formula, charge and spin = 0.0 kcal/mol

Atoms and positions in Å:
Rb1 0.37280 0.33404 0.45673
C1 -2.64328 1.16941 1.36130
Si1 -3.57510 -0.31156 1.53799
C2 -2.52278 -1.75501 2.24054
N1 -1.29365 -2.02785 1.50897
C3 -0.28079 -2.78101 2.24087
C4 -0.47229 -4.29855 2.19235
C5 -0.60162 -4.77742 0.72691
C6 -0.53252 -3.60264 -0.25005
C7 -1.54604 -2.54292 0.15713
C8 -4.33939 -0.83052 -0.13196
C9 -5.29083 -1.84658 -0.25301
C10 -5.78283 -2.24030 -1.49239
C11 -5.33618 -1.61248 -2.64828
C12 -4.39601 -0.59422 -2.55412
C13 -3.90534 -0.21573 -1.31037
C14 -5.13052 -0.42130 2.68137
C15 -6.29036 0.28280 2.33673
C16 -7.41608 0.29373 3.14794
C17 -7.41601 -0.40372 4.35008
C18 -6.28056 -1.10535 4.72398
C19 -5.15924 -1.11032 3.89836
H1 -2.04663 1.50590 2.21192
H2 -3.07516 2.00695 0.81095
H3 -3.14706 -2.66555 2.35245
H4 -2.24452 -1.44258 3.25446
H5 -0.28418 -2.42520 3.27287
H6 0.70782 -2.54193 1.83602
H7 -1.36127 -4.57612 2.76501
H8 0.38112 -4.77507 2.68311
H9 -1.56621 -5.27654 0.58755
H10 0.17001 -5.51282 0.48909
H11 -0.76141 -3.93715 -1.26413
H12 0.47559 -3.18378 -0.28151
H13 -2.54928 -2.99576 0.11102
H14 -1.55826 -1.71626 -0.56324
H15 -5.65833 -2.34045 0.64116
H16 -6.51596 -3.03716 -1.55733
H17 -5.71515 -1.91957 -3.61667
H18 -4.03521 -0.10020 -3.44978
H19 -3.15636 0.56606 -1.23170
H20 -6.30798 0.83723 1.40278
H21 -8.29677 0.85013 2.84536
H22 -8.29115 -0.39464 4.99006
H23 -6.26518 -1.65188 5.66095
H24 -4.28760 -1.66992 4.21674
C20 8.06680 1.55928 -1.63916
C21 6.76672 0.80403 -1.54493
C22 6.61091 -0.43522 -2.15091
C23 5.41382 -1.13681 -2.04763
C24 4.36328 -0.59095 -1.33151
C25 4.50157 0.65060 -0.71807
C26 5.69595 1.33777 -0.82762
S1 2.80422 -1.44065 -1.23036
O1 3.00520 -2.71267 -1.89848
O2 2.46478 -1.49777 0.18474
N2 1.75287 -0.48758 -1.87074
C27 1.61168 -0.22121 -3.19932
C28 2.35926 -0.73041 -4.24905
C29 2.10496 -0.35329 -5.58118
C30 1.10830 0.52148 -5.90779
C31 0.30853 1.06553 -4.87094
C32 -0.75202 1.96688 -5.11778
C33 -1.48816 2.45584 -4.08096
C34 -1.16241 2.04307 -2.77057
N3 -0.19143 1.21127 -2.50063
C35 0.55127 0.71009 -3.52549
H25 8.73023 1.10985 -2.37908
H26 8.58638 1.56260 -0.67824
H27 7.89655 2.60025 -1.91841
H28 7.43470 -0.86002 -2.71506
H29 5.28382 -2.10394 -2.51433
H30 3.67833 1.07650 -0.15866
H31 5.79736 2.30554 -0.34859
H32 3.13618 -1.45085 -4.03478
H33 2.71918 -0.77850 -6.36764
H34 0.91551 0.80283 -6.93650
H35 -0.96885 2.25512 -6.14130
H36 -2.30720 3.14455 -4.24333
H37 -1.73084 2.41023 -1.91978
F1 5.79705 6.15382 4.66362
C36 4.85625 5.36095 4.02082
C37 5.26650 4.39134 3.12524
C38 4.33081 3.59932 2.48587
C39 2.91469 3.72768 2.70139
C40 1.97365 2.93211 2.05624
C41 2.56766 4.75113 3.64945
C42 3.51042 5.53768 4.28474
H38 6.32672 4.25531 2.93608
H39 4.67462 2.83030 1.80068
H40 0.91113 3.04484 2.23200
H41 2.30900 2.20870 1.32394
H42 1.51714 4.90742 3.87123
H43 3.20469 6.29974 4.99461

Atoms 1-2, force components in eV/Å:
Rb -0.426 0.419 0.314
C 0.108 0.112 -0.083

No. 2
A structure of composition C42H43N2O4S2Ti. Source: the Open Molecules 2025 dataset; level of theory: ωB97M-V/def2-TZVPD.

Charge = 0
E = -3682.7125 Eh
Lowest unoccupied orbital energy (spin up / spin down) = 0.1 / -0.2 eV
⟨S²⟩ = 0.76
Multiplicity = 2
Gap between HOMO and LUMO (spin up / spin down) = 7.96 / 7.89 eV
ΔE to the lowest compared entry with this formula, charge and spin = 28.0 kcal/mol

Atoms and positions in Å:
Ti1 -0.73901 1.01033 0.17793
C1 -0.73766 1.16537 3.85539
C2 -1.16913 2.11734 2.76786
C3 -2.43091 1.93282 2.16982
C4 -3.37050 0.89596 2.73355
C5 -2.86981 2.81217 1.16552
C6 -4.21186 2.57190 0.52441
C7 -2.04391 3.86713 0.75675
C8 -2.52384 4.83535 -0.29087
C9 -0.76550 4.01382 1.31089
C10 0.18889 5.04698 0.75820
C11 -0.35480 3.18732 2.36596
C12 0.94374 3.48443 3.07297
H1 -0.79354 0.13176 3.51291
H2 -1.37562 1.25971 4.73788
H3 0.28874 1.33232 4.16416
H4 -3.88728 1.31578 3.60237
H5 -2.84684 0.00356 3.06813
H6 -4.12056 0.58377 2.01434
H7 -4.24112 1.56927 0.09146
H8 -4.41889 3.27419 -0.27577
H9 -5.01981 2.64179 1.25568
H10 -1.93620 5.74845 -0.29923
H11 -3.55861 5.12283 -0.10980
H12 -2.46974 4.38762 -1.28557
H13 1.22237 4.75919 0.93562
H14 0.03584 6.03228 1.20747
H15 0.06571 5.15369 -0.31827
H16 1.78772 2.96385 2.61482
H17 0.89692 3.19336 4.11998
H18 1.15428 4.55190 3.05302
C13 2.04694 0.99931 -1.73721
C14 0.62840 0.64808 -2.04977
N1 0.05321 -0.33802 -1.42854
N2 -1.02176 -0.91590 -2.09775
C15 -2.01473 -1.26070 -1.36394
S1 -2.23292 -0.85613 0.31617
S2 -3.35000 -2.16394 -2.05272
C16 -2.75622 -2.51325 -3.73757
C17 -2.03746 -3.82863 -3.85704
C18 -0.75048 -3.99162 -3.34765
C19 -0.10622 -5.21430 -3.44672
C20 -0.73478 -6.29203 -4.05777
C21 -2.01324 -6.13731 -4.56964
C22 -2.65850 -4.91197 -4.46772
C23 -0.11454 1.40122 -3.07550
C24 0.26497 1.55725 -4.39949
C25 -0.55124 2.25657 -5.27620
C26 -1.74106 2.80309 -4.81074
C27 -2.11601 2.67890 -3.48131
C28 -1.29557 1.98935 -2.59355
O1 -1.59332 1.89939 -1.28801
H19 2.39006 0.55076 -0.81007
H20 2.65608 0.58536 -2.54874
H21 2.20294 2.07739 -1.72510
H22 -3.65351 -2.51217 -4.35609
H23 -2.13079 -1.67255 -4.03260
H24 -0.26293 -3.15057 -2.87080
H25 0.89213 -5.33135 -3.04302
H26 -0.22907 -7.24597 -4.13307
H27 -2.51221 -6.97020 -5.04829
H28 -3.65962 -4.79676 -4.86750
H29 1.18512 1.10524 -4.75029
H30 -0.26785 2.36704 -6.31389
H31 -2.38706 3.34080 -5.49334
H32 -3.04300 3.10481 -3.11976
O2 0.58283 -1.54721 2.23165
C29 1.93984 -1.13661 2.15192
C30 1.93812 0.35689 1.76928
O3 2.91366 1.04812 1.96145
O4 0.89404 0.74347 1.09692
C31 2.62749 -1.42993 3.48164
C32 2.84564 -0.47515 4.46694
C33 3.37564 -0.84379 5.69655
C34 3.69230 -2.16740 5.95862
C35 3.48085 -3.12770 4.97927
C36 2.95729 -2.75744 3.75110
C37 2.65783 -1.80516 0.97458
C38 1.92992 -2.45524 -0.01294
C39 2.58480 -3.00717 -1.10817
C40 3.96111 -2.90283 -1.22610
C41 4.68913 -2.24219 -0.24284
C42 4.04113 -1.69478 0.85135
H33 0.56698 -2.46803 2.51719
H34 2.62917 0.56471 4.27061
H35 3.54666 -0.08681 6.45142
H36 4.10847 -2.44907 6.91717
H37 3.73211 -4.16347 5.16792
H38 2.81894 -3.50929 2.98119
H39 0.85200 -2.50637 0.06654
H40 2.01216 -3.50949 -1.87741
H41 4.46814 -3.33126 -2.08134
H42 5.76454 -2.15437 -0.32966
H43 4.60436 -1.16990 1.61284

Atoms 1-2, force components in eV/Å:
Ti -0.551 0.105 0.199
C -0.005 0.003 0.013

- The lowest E belongs to which entry?
  C42H43N2O4S2Ti

- Number 2 is which compound?
  C42H43N2O4S2Ti

- Which of these has the lowest ΔE to the lowest compared entry with this formula, charge and spin?
  C42H43FN3O2RbSSi